Entry 1:
C8H9NO3 | wB97M-V/def2-TZVPD

Electronic energy = -16065.7789 eV
HOMO-LUMO gap = 8.52 eV
E_LUMO = -0.47 eV
SMILES string = COc1ccccc1C(=O)NO
Molar mass = 167.164 g mol⁻¹
Total charge = 0
ΔE to the lowest compared entry with this formula, charge and spin = 9.044 eV

Last column: Löwdin charge in e.
CARTESIAN COORDINATES (ANGSTROEM)
1 O 1.75664 2.01892 1.15185  -0.144
2 N 2.60974 0.82063 0.44946  0.049
3 H 2.16683 1.89480 2.16500  0.169
4 C 0.20135 -0.15896 0.17574  -0.086
5 H -0.38047 -1.77482 3.19996  0.091
6 H -2.20194 -1.32663 -2.21119  0.085
7 C -0.51427 -1.44095 2.18936  -0.035
8 C 0.54447 -1.16746 1.24093  0.020
9 C -1.27091 -0.79216 -2.46408  0.048
10 C -1.09704 0.06313 -0.19200  -0.367
11 O -1.45558 0.53544 -1.51735  -0.128
12 C 1.41920 0.46213 -0.60582  -0.154
13 C -1.80724 -1.19096 1.63424  -0.021
14 H -3.08612 -0.01041 -0.07584  0.205
15 H 3.18782 1.15324 -0.31640  0.073
16 O 1.25738 0.77981 -1.92157  -0.019
17 H 1.54351 -1.50318 1.58187  0.105
18 H -1.58076 -0.54954 -3.47448  0.069
19 H -2.61537 -1.58714 1.92134  0.022
20 C -2.05265 -0.35578 0.50320  -0.046
21 H -0.30656 -1.22789 -2.52928  0.065

Force components x, y, z for each atom (eV/Å):
O 4.02 -2.44 2.33
N -4.69 0.39 -2.27
H -1.67 0.45 -4.04
C 5.38 -2.58 0.70
H 0.12 -0.87 -0.05
H 1.14 -0.75 0.75
C -0.60 0.77 -4.00
C -1.94 3.06 1.38
C -3.30 2.89 0.82
C 4.55 2.78 -6.70
O 1.75 -2.72 -0.35
C -2.98 0.81 -4.11
C 5.18 3.93 -2.20
H 2.15 -1.67 2.29
H 0.78 1.61 0.52
O 2.58 -1.78 8.52
H -0.40 0.82 -0.91
H 0.50 1.14 -0.22
H -5.95 -2.98 3.45
C -7.34 -2.54 3.20
H 0.74 -0.33 0.89

Entry 2:
CH3BrFO2P | wB97M-V/def2-TZVPD

Multiplicity = 3
Electronic energy = -87225.5088 eV
HOMO-LUMO gap (spin up / spin down) = 5.84 / 7.39 eV
E_LUMO (spin up / spin down) = 0.58 / -3.53 eV
<S²> = 2.00
Molar mass = 176.909 g mol⁻¹
Total charge = 0
ΔE to the lowest compared entry with this formula, charge and spin = 2.605 eV

Last column: Löwdin charge in e.
CARTESIAN COORDINATES (ANGSTROEM)
1 C 0.53531 -0.77488 0.40295  -0.280
2 O -0.61342 -0.25768 -0.22707  -0.377
3 H 0.77127 -1.71224 0.06510  0.112
4 H 0.36461 -0.61736 1.38383  0.076
5 H 2.35279 -0.47334 -0.20563  0.070
6 P -1.32269 1.12958 0.19151  0.392
7 Br -0.99928 2.18844 -1.63979  0.393
8 F -2.76505 0.45498 -0.15096  -0.349
9 O 1.67645 0.06250 0.18005  -0.037

Force components x, y, z for each atom (eV/Å):
C 1.14 3.92 -1.52
O 0.17 -1.96 -0.38
H -0.18 -2.49 -0.68
H -0.56 -0.66 3.52
H 0.69 -0.30 -0.55
P -0.30 0.96 -0.53
Br 0.49 1.16 -0.34
F -0.60 -0.64 0.49
O -0.84 0.02 -0.01

Entry 3:
C25H36N6PtS | wB97M-V/def2-TZVPD

Electronic energy = -49520.9160 eV
HOMO-LUMO gap = 8.05 eV
E_LUMO = -6.29 eV
Molar mass = 647.750 g mol⁻¹
Total charge = +2
ΔE to the lowest compared entry with this formula, charge and spin = 0.603 eV

Last column: Löwdin charge in e.
CARTESIAN COORDINATES (ANGSTROEM)
1 H 0.37819 3.69091 1.21830  0.118
2 H 5.50967 2.96020 3.58758  0.132
3 Pt 1.09390 -1.34672 0.65989  0.969
4 H -0.75329 4.56915 -2.36508  0.098
5 H 2.74456 -0.00933 4.69895  0.141
6 H 1.93534 -6.49455 0.96029  0.116
7 H 6.83733 1.87247 3.17632  0.134
8 H 4.20620 0.75768 6.37075  0.134
9 H 3.90579 2.27876 5.52840  0.131
10 C 3.37417 -4.82262 0.96319  -0.040
11 C 5.76381 1.32668 4.97615  -0.148
12 H 6.18277 0.31872 4.96904  0.131
13 H -3.30234 3.76850 1.03848  0.097
14 C 2.14000 -5.43922 0.94588  -0.020
15 H -2.30285 5.39649 -2.19783  0.098
16 H -4.93773 -0.97111 -2.41100  0.078
17 C 5.82761 1.91612 3.57801  -0.135
18 H -1.79150 6.26519 0.00984  0.098
19 N 3.53709 0.53837 4.40626  0.042
20 C -2.23760 -1.01962 -1.86996  0.074
21 H -4.72797 -4.07976 -4.33201  0.098
22 C -1.77711 4.46218 -2.00301  -0.027
23 C -0.30205 -2.89697 -1.60614  -0.082
24 H -5.03224 -2.58349 -1.68312  0.099
25 C -3.80581 -3.95153 -3.76733  -0.050
26 N -0.13761 -1.71601 -1.00805  -0.036
27 C 0.00970 2.81501 0.70690  0.042
28 N 4.94473 1.14144 2.69452  0.039
29 H -3.82141 4.89416 -0.21979  0.099
30 C -3.65847 -2.48054 -3.37134  -0.554
31 H 3.83479 -2.75103 0.97054  0.091
32 H -3.74959 3.16563 -0.56523  0.083
33 C -3.25833 3.98032 -0.03113  -0.025
34 H -0.17855 5.56416 -0.05556  0.095
35 H -3.45112 -0.56515 -4.41617  0.087
36 N 1.84677 -3.22326 0.90921  -0.217
37 H 5.17511 1.06128 1.71695  0.138
38 C -1.80263 4.17542 -0.49373  -0.555
39 H -4.31404 -1.81579 -5.31975  0.100
40 H -2.19715 1.70280 -1.56524  0.122
41 C 1.21532 -4.39795 0.90884  -0.132
42 H 1.43623 1.52504 1.65440  0.069
43 C -1.04734 2.89394 -0.19722  -0.115
44 C -1.41410 1.69861 -0.82123  0.073
45 C 3.89642 0.46631 3.13309  -0.751
46 N 3.15915 -3.50181 0.93381  -0.009
47 C -1.21046 5.37516 0.24688  -0.053
48 H -2.55619 -1.89888 -5.16353  0.097
49 C -3.47820 -1.63197 -4.64459  -0.021
50 H -3.86067 -4.59528 -2.88728  0.098
51 H -1.24959 5.23841 1.32910  0.092
52 H -2.26964 3.67959 -2.58156  0.081
53 H 4.36902 -5.23271 1.00018  0.138
54 H 0.13922 -4.45065 0.90134  0.123
55 H -1.47077 -4.15568 -2.84853  0.121
56 H 0.49339 -3.61833 -1.48124  0.114
57 C -2.42770 -2.24695 -2.51287  -0.113
58 C 0.61332 1.60024 0.96173  -0.090
59 C -1.09170 -0.76917 -1.15003  -0.182
60 H -5.79671 -2.25708 -3.24023  0.098
61 C -0.78273 0.51573 -0.51436  -0.187
62 C 4.31119 1.27121 5.41797  -0.136
63 C -4.92511 -2.04048 -2.62368  -0.031
64 S 3.07362 -0.58740 2.03870  0.631
65 H 6.34459 1.93314 5.66760  0.131
66 C -1.41123 -3.18908 -2.37243  0.043
67 H -3.00360 -0.26088 -1.92746  0.121
68 H -2.98602 -4.28240 -4.40668  0.089
69 N 0.22210 0.46443 0.37528  -0.092

Force components x, y, z for each atom (eV/Å):
H -0.01 0.00 0.01
H 0.00 0.00 -0.05
Pt -0.15 1.07 -0.49
H -0.01 0.00 -0.02
H 0.03 -0.07 -0.09
H 0.01 0.00 0.03
H -0.02 -0.03 -0.05
H -0.05 -0.05 -0.03
H -0.03 -0.01 0.03
C -0.11 -0.05 0.01
C -0.09 -0.04 -0.06
H 0.04 0.02 0.04
H -0.03 0.00 0.00
C 0.00 -0.01 -0.01
H -0.01 -0.01 -0.01
H -0.01 0.00 0.00
C 0.06 -0.02 0.12
H 0.00 0.00 0.00
N 0.11 0.17 0.14
C 0.05 -0.03 -0.10
H 0.00 0.00 0.00
C 0.07 -0.05 0.03
C 0.16 -0.10 -0.13
H -0.03 0.01 0.00
C 0.06 0.08 0.05
N 0.26 -0.31 1.46
C -0.11 -0.08 -0.09
N 0.15 0.10 0.04
H -0.01 -0.01 -0.01
C -0.03 -0.01 -0.04
H -0.06 0.04 0.05
H -0.01 0.01 0.00
C 0.06 -0.01 0.02
H 0.00 0.02 0.03
H 0.00 0.00 -0.01
N -0.13 0.08 -0.28
H -0.10 -0.07 -0.01
C -0.12 0.13 -0.01
H 0.00 0.03 0.00
H -0.02 -0.03 0.02
C 0.05 -0.11 0.14
H -0.01 -0.05 -0.01
C 0.06 -0.04 0.05
C -0.10 0.11 0.00
C -0.90 0.10 0.27
N 0.15 -0.11 -0.07
C 0.03 -0.09 -0.02
H -0.01 0.01 -0.03
C -0.01 -0.05 0.04
H 0.00 -0.04 -0.03
H 0.02 0.03 0.00
H 0.00 0.01 -0.01
H 0.02 0.04 0.00
H 0.00 0.08 0.01
H 0.01 -0.01 0.01
H -0.03 0.02 0.05
C -0.03 -0.01 -0.03
C -0.02 0.14 0.09
C -0.13 -0.10 -0.27
H 0.00 0.01 0.00
C -0.15 0.03 -0.06
C 0.08 0.11 0.01
C 0.07 -0.03 0.03
S 0.40 -0.99 -0.93
H -0.01 0.01 -0.01
C 0.02 0.12 -0.05
H 0.05 0.05 -0.03
H -0.01 -0.04 0.01
N 0.54 0.04 0.29

Entry 4:
C41H41AuN4OSSb2 | wB97M-V/def2-TZVPD

Electronic energy = -78774.9117 eV
HOMO-LUMO gap = 6.54 eV
E_LUMO = -5.63 eV
Molar mass = 1078.360 g mol⁻¹
Total charge = +2

Last column: Löwdin charge in e.
CARTESIAN COORDINATES (ANGSTROEM)
1 H -4.53293 -3.99434 0.15430  0.094
2 C -0.94834 6.01876 5.38640  -0.068
3 H 4.38864 -0.86393 -0.54829  0.088
4 Sb 1.51176 -1.05914 -1.74409  1.559
5 H -1.07061 1.42134 -0.62713  0.017
6 C -6.04929 1.36686 -2.65343  -0.053
7 C 1.57748 -3.90903 -2.93881  -0.100
8 N -3.27738 0.65728 -0.26635  -0.057
9 H -4.62246 -1.35218 -4.08888  0.109
10 C 1.13308 -4.35750 2.86078  -0.047
11 C 0.76436 -2.90796 -2.43281  -0.357
12 H -6.86701 2.05829 -2.79846  0.116
13 S -1.50788 0.45246 2.16497  0.647
14 H -3.11742 7.62857 3.34552  0.113
15 H 2.43647 -2.43497 0.41742  0.048
16 H -6.48154 0.24333 -4.43060  0.115
17 C 0.03773 -2.21220 2.80113  -0.174
18 H -0.34250 6.17841 6.26700  0.112
19 H 2.79538 -0.54281 -4.53915  0.102
20 H 6.98506 -0.09079 -3.85313  0.118
21 C 4.96111 2.00328 2.33082  -0.046
22 H 1.68997 1.96680 -1.88351  0.100
23 C 4.52853 -0.71071 -1.61321  -0.128
24 C 3.34649 0.22166 2.38117  -0.113
25 H 1.64024 -5.86956 -3.80303  0.119
26 O -2.50958 -3.49244 0.34319  -0.242
27 N -3.29681 1.68780 0.42831  0.043
28 C 4.56526 0.75211 2.78086  -0.053
29 H -0.41587 -3.74940 4.21302  0.119
30 H 6.64845 -0.46303 -1.43675  0.114
31 H 0.14748 2.56064 -2.44733  0.128
32 C 0.62646 1.72045 -1.93627  -0.333
33 H -0.67526 0.15821 -2.72099  0.060
34 C -0.94695 4.77910 4.77177  -0.030
35 H 4.45412 3.71792 1.14582  0.118
36 C -4.79240 -0.55464 -3.38049  -0.069
37 H 2.65077 -3.77458 -2.99267  0.108
38 C -0.62379 -3.09259 -2.38026  -0.156
39 C 0.19571 -3.47099 3.36629  -0.052
40 H 5.90959 2.41192 2.64902  0.119
41 C 1.00651 -5.09010 -3.40401  -0.052
42 H -1.25685 -2.32516 -1.94568  0.044
43 H 0.10632 2.56397 0.02590  0.069
44 C 1.93672 -3.97188 1.79894  -0.051
45 C 1.77692 -2.71557 1.23109  -0.179
46 C -5.22898 1.50745 -1.55000  -0.011
47 C -3.72502 -4.06260 0.88029  -0.072
48 H 2.29067 2.80404 0.42268  0.090
49 C 5.99103 -0.26961 -3.46834  -0.051
50 H -1.73025 8.01557 5.35618  0.112
51 C -0.00594 1.64107 -0.54730  -0.365
52 H 5.20151 0.19035 3.45041  0.118
53 H -1.10820 2.58654 3.48664  0.112
54 C 0.80668 -1.83810 1.70222  -0.419
55 C -1.18440 -4.26396 -2.86302  -0.081
56 Sb 0.74234 0.14035 0.81436  1.371
57 H 2.69328 -4.64144 1.41387  0.118
58 N -1.69945 3.29850 3.05102  0.022
59 C -2.50817 6.83019 3.74378  -0.062
60 C 3.63144 -0.52042 -3.85077  -0.116
61 H -2.25953 -4.39763 -2.86425  0.114
62 C 4.90923 -0.28990 -4.33816  -0.057
63 C -4.18360 0.60460 -1.36975  -0.259
64 C 2.53770 0.95769 1.52042  -0.367
65 N -2.43316 2.99796 2.03263  0.084
66 C -2.42124 1.80181 1.49443  -0.726
67 H 1.25178 -5.33505 3.30393  0.119
68 H -0.34534 3.97131 5.17102  0.112
69 C -3.97146 -0.42586 -2.27262  -0.057
70 H 3.03670 -0.75076 2.74193  0.097
71 C -2.51861 5.59665 3.11861  -0.022
72 C 4.14400 2.73967 1.48521  -0.053
73 H 5.06019 -0.12817 -5.39636  0.117
74 H -2.23953 -3.95274 -0.46101  0.066
75 H -3.54127 -5.09723 1.15728  0.096
76 H 0.69381 0.51074 -3.78559  0.068
77 H -3.97594 -3.48621 1.76518  0.087
78 H -5.39382 2.29832 -0.83433  0.113
79 C -1.73284 4.57930 3.64330  -0.230
80 C -0.36394 -5.26417 -3.37253  -0.052
81 C -1.72778 7.04791 4.87510  -0.065
82 Au -2.13408 -1.31977 0.54974  0.650
83 C 3.44401 -0.72700 -2.48496  -0.382
84 H -3.15540 -1.12923 -2.10632  0.067
85 H -0.79941 -6.17716 -3.75215  0.119
86 C 2.92283 2.22187 1.07966  -0.116
87 H -0.68764 -1.54370 3.24396  0.029
88 H -3.12603 5.42130 2.24252  0.109
89 C 5.80365 -0.47907 -2.11026  -0.061
90 C -5.83349 0.34229 -3.57159  -0.056
91 C 0.38791 0.43061 -2.74544  -0.328

Force components x, y, z for each atom (eV/Å):
H -0.02 0.01 0.01
C -0.05 0.11 -0.02
H 0.00 0.01 0.01
Sb 0.05 0.05 -0.18
H 0.13 0.04 -0.05
C 0.00 -0.07 -0.08
C 0.08 0.03 -0.05
N 0.02 -0.08 0.26
H -0.01 -0.04 -0.05
C 0.01 0.06 -0.02
C -0.36 0.07 0.14
H -0.03 0.01 -0.02
S 0.22 0.00 0.03
H -0.02 0.04 0.00
H 0.04 -0.01 -0.01
H -0.02 0.00 -0.02
C -0.08 0.11 0.04
H 0.01 0.02 0.02
H -0.01 0.00 -0.02
H 0.03 0.01 -0.01
C 0.02 0.01 0.01
H 0.06 -0.06 0.01
C -0.01 0.05 0.05
C 0.05 0.03 0.00
H 0.03 -0.01 -0.01
O 0.18 0.08 -0.06
N 0.07 -0.02 -0.38
C -0.06 -0.05 0.02
H -0.01 -0.01 0.03
H 0.03 0.00 0.03
H 0.03 0.00 0.00
C -0.20 -0.17 0.01
H 0.16 0.03 -0.04
C -0.07 -0.03 -0.11
H 0.00 0.02 -0.01
C -0.04 0.04 -0.01
H 0.03 -0.01 0.00
C 0.33 -0.03 0.07
C 0.01 0.02 0.00
H 0.04 0.01 0.01
C 0.15 0.04 0.00
H -0.07 0.10 -0.13
H -0.02 0.02 -0.04
C 0.00 0.04 -0.01
C -0.07 0.01 -0.09
C 0.11 -0.03 0.03
C -0.02 0.01 -0.03
H 0.00 0.03 -0.02
C 0.00 0.00 0.01
H 0.00 0.01 0.01
C -0.22 0.06 -0.10
H 0.01 -0.02 0.02
H -0.16 0.16 -0.10
C 0.21 -0.03 0.03
C -0.01 0.04 0.06
Sb 0.07 -0.52 0.03
H 0.02 -0.01 -0.01
N 0.01 -0.57 -0.35
C 0.09 0.06 0.15
C 0.02 -0.02 0.02
H -0.04 0.01 0.00
C -0.04 0.00 0.01
C 0.10 0.00 0.18
C -0.17 0.14 0.09
N 0.06 -0.31 0.10
C -0.05 0.50 0.22
H 0.00 -0.06 0.02
H 0.02 -0.03 0.01
C 0.05 -0.15 -0.08
H 0.00 -0.02 0.00
C 0.02 -0.09 -0.02
C -0.06 0.02 -0.03
H 0.00 0.00 -0.02
H 0.04 -0.01 0.02
H -0.01 -0.04 0.00
H 0.07 0.06 0.00
H 0.00 -0.02 0.01
H 0.02 0.03 0.06
C 0.02 0.21 0.13
C -0.09 -0.03 -0.01
C -0.02 -0.06 -0.06
Au -0.55 0.23 0.09
C 0.00 -0.19 -0.08
H -0.11 0.12 0.02
H -0.02 -0.04 -0.01
C 0.11 -0.05 0.01
H 0.07 -0.08 0.00
H 0.00 -0.01 0.01
C -0.03 -0.01 0.01
C 0.02 0.04 0.06
C -0.20 0.17 0.24

Entry 5:
C3H10N | wB97M-V/def2-TZVPD

Multiplicity = 2
Electronic energy = -4759.1167 eV
HOMO-LUMO gap (spin up / spin down) = 5.08 / 10.96 eV
E_LUMO (spin up / spin down) = 1.14 / 0.84 eV
<S²> = 0.75
Molar mass = 60.120 g mol⁻¹
Total charge = 0
ΔE to the lowest compared entry with this formula, charge and spin = 2.205 eV

Last column: Löwdin charge in e.
CARTESIAN COORDINATES (ANGSTROEM)
1 H -0.66972 -1.84242 -1.95011  0.042
2 H -1.62793 -0.22294 1.04470  0.028
3 N -1.29472 -0.91288 -1.95228  -0.035
4 H 2.51463 0.33992 0.22420  0.046
5 H -0.84407 -0.28537 -1.25668  0.010
6 H 1.46747 1.79826 0.25044  0.082
7 C 0.57089 -0.01453 1.11429  -0.234
8 H -2.13596 -1.36816 -1.51371  0.021
9 C -0.72395 0.32466 0.80474  -0.105
10 H -1.55508 -0.57820 -2.90564  0.027
11 H 2.26030 1.25122 1.68056  0.072
12 C 1.77544 0.85784 0.77864  -0.131
13 H 0.88128 -0.93120 1.74323  0.119
14 H -0.96221 1.22127 0.16293  0.059

Force components x, y, z for each atom (eV/Å):
H -0.31 1.14 -0.60
H 0.35 -0.34 0.32
N 0.32 -2.55 0.84
H 0.70 -0.57 -0.68
H -0.27 0.27 -0.57
H 0.17 -0.97 0.09
C -0.79 0.04 0.67
H -0.11 0.67 -0.09
C 1.76 0.31 -0.33
H 0.33 0.27 0.10
H -0.11 -0.42 0.10
C -1.60 1.52 0.38
H -1.08 1.36 -1.13
H 0.63 -0.73 0.90

- The lowest electronic energy belongs to which entry?
  CH3BrFO2P

- What is the formula in the fourth record?
  C41H41AuN4OSSb2